Here is a single C19H26N2O4S2 molecule from the Open Molecules 2025 dataset. Energies are from wB97M-V/def2-TZVPD.

Output
Energy above the lowest of the compared OMol25 structures with the same formula, charge and spin, kcal per mole: 36.02
SMILES string: CC(C)c1ccc(N(CC(=O)NCCSCc2ccco2)S(C)(=O)=O)cc1
Highest occupied orbital energy, eV: -8.27
Orbital gap, eV: 8.684
E_tot, a.u.: -1946.45145

ORCA input file:
```
! wB97M-V def2-TZVPD RIJCOSX def2/J DEFGRID3
* xyz 0 1
C -2.747 2.780 3.368
C -1.882 1.788 4.148
C -2.757 0.782 4.899
C -0.916 1.072 3.236
C 0.455 1.214 3.408
C 1.353 0.539 2.603
C 0.891 -0.288 1.586
N 1.781 -1.019 0.771
C 2.880 -0.370 0.088
C 2.354 0.147 -1.259
O 2.258 1.330 -1.514
N 1.988 -0.847 -2.085
C 1.159 -0.606 -3.242
C -0.306 -0.867 -2.894
S -1.444 -0.322 -4.198
C -1.411 1.509 -3.937
C -1.729 1.889 -2.548
C -0.910 2.138 -1.481
C -1.764 2.417 -0.387
C -3.032 2.310 -0.866
O -3.024 1.990 -2.170
S 1.759 -2.668 0.821
C 2.826 -3.088 2.224
O 2.393 -3.134 -0.384
O 0.438 -3.127 1.108
C -0.478 -0.423 1.390
C -1.365 0.245 2.212
H -3.426 3.295 4.044
H -3.337 2.268 2.612
H -2.125 3.523 2.875
H -1.300 2.351 4.886
H -2.137 0.072 5.443
H -3.396 1.299 5.611
H -3.388 0.228 4.210
H 0.830 1.854 4.194
H 2.415 0.656 2.769
H 3.266 0.471 0.668
H 3.667 -1.108 -0.078
H 2.061 -1.800 -1.742
H 1.476 -1.247 -4.067
H 1.301 0.441 -3.522
H -0.491 -1.933 -2.762
H -0.575 -0.337 -1.978
H -0.424 1.868 -4.220
H -2.163 1.881 -4.631
H 0.162 2.141 -1.476
H -1.463 2.655 0.611
H -3.990 2.439 -0.403
H 2.857 -4.166 2.301
H 2.381 -2.654 3.109
H 3.814 -2.689 2.038
H -0.836 -1.069 0.606
H -2.424 0.121 2.043
*
```

Computed Mulliken charges, given in elementary charges: atom 1 (C): -1.443, atom 2 (C): 0.106, atom 3 (C): -1.510, atom 4 (C): 1.239, atom 5 (C): -1.219, atom 6 (C): -0.486, atom 7 (C): -0.521, atom 8 (N): 0.639, atom 9 (C): -0.995, atom 10 (C): 0.507, atom 11 (O): -0.697, atom 12 (N): -0.026, atom 13 (C): -0.715, atom 14 (C): 0.143, atom 15 (S): -0.161, atom 16 (C): -0.913, atom 17 (C): 0.172, atom 18 (C): -0.369, atom 19 (C): -0.119, atom 20 (C): -0.801, atom 21 (O): -0.364, atom 22 (S): 1.234, atom 23 (C): -1.043, atom 24 (O): -0.770, atom 25 (O): -0.655, atom 26 (C): -0.417, atom 27 (C): -0.521, atom 28 (H): 0.504, atom 29 (H): 0.225, atom 30 (H): 0.320, atom 31 (H): 0.417, atom 32 (H): 0.367, atom 33 (H): 0.468, atom 34 (H): 0.282, atom 35 (H): 0.326, atom 36 (H): 0.459, atom 37 (H): 0.487, atom 38 (H): 0.508, atom 39 (H): 0.297, atom 40 (H): 0.247, atom 41 (H): 0.413, atom 42 (H): 0.430, atom 43 (H): -0.438, atom 44 (H): 0.357, atom 45 (H): 0.421, atom 46 (H): 0.607, atom 47 (H): 0.637, atom 48 (H): 0.478, atom 49 (H): 0.438, atom 50 (H): 0.303, atom 51 (H): 0.329, atom 52 (H): 0.548, atom 53 (H): 0.272

***

Here is a single C19H26N2O4S2 molecule from the Open Molecules 2025 dataset. Energies are from wB97M-V/def2-TZVPD.

Output
Energy above the lowest of the compared OMol25 structures with the same formula, charge and spin, kcal per mole: 39.57
SMILES string: CC(C)c1ccc(N(CC(=O)NCCSCc2ccco2)S(C)(=O)=O)cc1
Highest occupied orbital energy, eV: -8.29
Orbital gap, eV: 8.604
E_tot, a.u.: -1946.44579

ORCA input file:
```
! wB97M-V def2-TZVPD RIJCOSX def2/J DEFGRID3
* xyz 0 1
C 6.407 2.102 0.679
C 5.202 1.836 1.584
C 4.639 3.147 2.137
C 4.135 1.065 0.848
C 3.717 -0.180 1.296
C 2.734 -0.898 0.641
C 2.135 -0.386 -0.508
N 1.164 -1.112 -1.218
C 0.820 -2.464 -0.821
C 0.001 -2.456 0.482
O 0.392 -2.972 1.507
N -1.163 -1.798 0.351
C -1.942 -1.357 1.484
C -1.550 0.076 1.864
S -2.880 0.937 2.753
C -3.704 1.808 1.344
C -4.061 0.893 0.243
C -3.402 0.590 -0.916
C -4.179 -0.401 -1.564
C -5.247 -0.627 -0.753
O -5.187 0.150 0.342
S 0.130 -0.353 -2.282
C 1.080 -0.255 -3.821
O -0.206 0.962 -1.823
O -0.968 -1.248 -2.522
C 2.547 0.864 -0.965
C 3.524 1.573 -0.290
H 6.795 1.167 0.280
H 7.198 2.593 1.241
H 6.131 2.743 -0.154
H 5.540 1.226 2.429
H 4.307 3.795 1.330
H 3.790 2.948 2.787
H 5.400 3.671 2.710
H 4.160 -0.604 2.186
H 2.433 -1.848 1.049
H 0.220 -2.891 -1.625
H 1.728 -3.055 -0.685
H -1.412 -1.423 -0.555
H -1.746 -2.037 2.316
H -3.001 -1.408 1.225
H -0.679 0.077 2.518
H -1.323 0.658 0.970
H -4.587 2.259 1.792
H -3.016 2.577 0.996
H -2.486 1.016 -1.272
H -3.952 -0.877 -2.494
H -6.090 -1.285 -0.838
H 0.649 0.530 -4.430
H 0.977 -1.216 -4.308
H 2.116 -0.044 -3.595
H 2.081 1.312 -1.825
H 3.809 2.543 -0.670
*
```

Computed Mulliken charges, given in elementary charges: atom 1 (C): -1.486, atom 2 (C): 0.143, atom 3 (C): -1.457, atom 4 (C): 0.909, atom 5 (C): -1.562, atom 6 (C): -0.632, atom 7 (C): 2.179, atom 8 (N): 0.031, atom 9 (C): -1.341, atom 10 (C): 0.876, atom 11 (O): -0.681, atom 12 (N): 0.125, atom 13 (C): -0.968, atom 14 (C): -0.249, atom 15 (S): -0.153, atom 16 (C): -0.954, atom 17 (C): 0.101, atom 18 (C): 0.038, atom 19 (C): -0.452, atom 20 (C): -0.605, atom 21 (O): -0.356, atom 22 (S): 1.406, atom 23 (C): -1.200, atom 24 (O): -0.688, atom 25 (O): -0.693, atom 26 (C): -1.169, atom 27 (C): -0.725, atom 28 (H): 0.358, atom 29 (H): 0.449, atom 30 (H): 0.294, atom 31 (H): 0.401, atom 32 (H): 0.290, atom 33 (H): 0.359, atom 34 (H): 0.448, atom 35 (H): 0.282, atom 36 (H): 0.326, atom 37 (H): 0.626, atom 38 (H): 0.450, atom 39 (H): 0.030, atom 40 (H): 0.387, atom 41 (H): 0.395, atom 42 (H): 0.487, atom 43 (H): -0.045, atom 44 (H): 0.402, atom 45 (H): 0.324, atom 46 (H): 0.658, atom 47 (H): 0.459, atom 48 (H): 0.472, atom 49 (H): 0.394, atom 50 (H): 0.388, atom 51 (H): 0.356, atom 52 (H): 0.280, atom 53 (H): 0.295